{
  "formula": "C5H6N2",
  "method": "ωB97M-V with the def2-TZVPD basis set",
  "species": ["C", "C", "C", "C", "C", "N", "N", "H", "H", "H", "H", "H", "H"],
  "xyz": [[-0.2704, -1.0851, -1.1029], [-0.2367, -0.0285, -0.0719], [0.7920, 0.9084, -0.0971], [2.2035, 1.5636, -0.3868], [-1.2905, -0.0409, 0.9607], [0.7211, -1.3997, -1.7974], [1.5103, 1.8339, 0.6747], [-1.2995, -1.5794, -1.0384], [-1.8384, 0.8864, 1.0193], [-1.9006, -0.8230, 0.7037], [-0.8314, -0.1727, 2.0064], [0.8273, -2.1765, -2.4582], [1.6133, 2.1134, 1.5880]],
  "forces_ev_per_a": [[-1.5, -0.6, 0.4], [3.3, 2.8, -0.8], [0.4, -1.0, 0.2], [-1.0, -1.0, -0.8], [2.2, 1.6, 2.3], [1.4, 0.1, -0.3], [-2.1, -1.6, -1.8], [1.1, 0.0, -0.7], [-0.4, 0.3, -0.2], [-1.9, -1.9, 0.0], [-0.8, -0.2, -1.4], [-1.2, 0.4, 0.5], [0.4, 1.2, 2.4]],
  "mulliken_charge": [-0.225, 0.616, 0.181, -0.393, -1.198, -0.550, -0.034, 0.224, 0.310, 0.405, 0.243, 0.230, 0.191],
  "homo_ev": -8.508,
  "lumo_energy_ev": 0.7,
  "relative_energy_ev": 5.601
}